[1]
Density functional theory data (wB97M-V/def2-TZVPD) for a molecular structure, C5H11BrNO3 in a non-equilibrium geometry.

The geometry in XYZ format:
```
21
C5H11BrNO3 wB97M-V/def2-TZVPD
C 0.691 0.353 -1.430
C -0.556 0.262 -0.525
C -0.253 -0.650 0.630
C 1.855 0.250 0.211
C -0.582 -2.088 0.160
N 1.731 1.689 0.643
O 1.153 -0.601 0.960
O -0.848 1.530 -0.004
O -2.003 -2.305 -0.077
Br 3.574 -0.462 -0.188
H 0.881 -0.543 -2.079
H 0.729 1.374 -1.924
H -1.434 0.011 -1.227
H -0.862 -0.213 1.586
H -0.314 -2.942 0.880
H -0.113 -2.306 -0.924
H 1.997 2.020 1.596
H 0.744 1.985 0.804
H 2.097 2.395 -0.071
H -1.674 2.017 -0.189
H -2.513 -1.833 0.629
```

Frontier orbital gap (hartree): 0.373
Energy relative to the best compared isomer or geometry (same formula, charge and spin) (kcal/mol): 34.57
Net charge: +1
HOMO (eV): -13.5949
2S+1: 1

[2]
Density functional theory data (wB97M-V/def2-TZVPD) for 2 unconnected molecules or ions with the total composition CH3O2S in a non-equilibrium geometry.

The geometry in XYZ format:
```
7
CH3O2S wB97M-V/def2-TZVPD
S -0.722 1.611 -1.053
H -1.866 1.479 -1.719
O 1.259 -2.048 0.922
C 0.923 -0.935 0.667
O -0.394 -0.627 0.864
H 1.684 -0.215 0.083
H -0.718 -0.025 0.200
```

Frontier orbital gap (hartree): 0.275
Energy relative to the best compared isomer or geometry (same formula, charge and spin) (kcal/mol): 14.57
Net charge: -1
HOMO (eV): -3.2932
2S+1: 1

Q: Which value of energy relative to the best compared isomer or geometry (same formula, charge and spin) does entry 1 give?
A: 34.57 kcal/mol